85
Properties=species:S:1:pos:R:3:mulliken_charge:R:1 method="wB97M-V/def2-TZVPD" orbital_gap_ev=10.07 e_lumo_ev=-1.93 homo_energy_ha=-0.44109 total_charge=+1
C 1.96484 -2.74299 1.52600 -1.08
C 2.45899 -1.43155 0.91085 -1.19
C 1.61654 -0.13245 0.74625 0.46
Cl 2.64084 0.87822 -0.31352 -0.07
N 0.11563 -0.16862 0.30775 1.17
C -0.18366 -1.44902 -0.46087 -2.00
C 0.86699 -1.87567 -1.49830 0.18
C 1.29112 -3.31949 -1.35446 -0.49
N 0.20835 -4.23793 -1.22254 -0.44
O 2.43553 -3.65290 -1.43715 -0.57
C -0.39970 1.05449 -0.54895 1.36
C -0.07055 1.07622 -2.05441 -0.75
C -1.19452 0.57021 -2.97040 -0.52
N -2.42875 1.33891 -2.72989 -0.42
C -0.15620 2.41630 0.10876 -1.62
C 0.04170 2.37487 1.61545 -1.49
C -0.85899 1.31289 2.24874 -1.43
N -0.88024 1.33989 3.72787 0.47
C -1.84146 2.33741 4.26240 -0.97
C 0.41707 1.49957 4.37282 0.82
C 0.97911 0.32869 5.13050 -1.18
O 0.97484 2.54857 4.33932 -0.48
C -0.78867 -0.16184 1.63756 1.58
C -2.25226 -0.57331 1.30638 -1.22
N -2.99524 -0.67086 2.56356 -0.49
C -0.26460 -1.19091 2.64299 -2.29
O -0.59675 -2.50191 2.24192 -0.35
C -0.62570 -3.40903 3.34049 -1.05
H 2.69213 -3.51309 1.25068 0.49
H 1.92779 -2.70998 2.62109 0.35
H 0.98149 -3.06537 1.18609 0.02
H 2.92707 -1.64677 -0.05358 0.41
H 3.28408 -1.07018 1.53931 0.82
H 1.60305 0.40949 1.68662 0.79
H -0.33705 -2.22309 0.28826 1.49
H -1.14932 -1.28464 -0.93732 0.81
H 1.75801 -1.24728 -1.51125 -0.68
H 0.43023 -1.80551 -2.50469 0.64
H 0.07379 -4.50919 -0.24973 0.20
H 0.44986 -5.09253 -1.72166 0.40
H -1.47459 0.88485 -0.51801 -0.67
H 0.87016 0.60162 -2.32173 -0.40
H 0.07388 2.13790 -2.29385 0.59
H -1.37714 -0.50489 -2.85596 0.18
H -0.83680 0.69657 -3.99501 0.25
H -3.16373 0.75728 -2.33907 0.19
H -2.81161 1.67986 -3.60582 0.30
H -1.03708 3.02997 -0.12107 0.54
H 0.69289 2.91888 -0.35501 0.65
H 1.09441 2.26535 1.87577 0.29
H -0.26930 3.32940 2.05401 0.70
H -1.87054 1.63240 1.97586 0.63
H -2.50625 1.88388 5.00652 0.36
H -1.31948 3.18333 4.72085 0.47
H -2.45536 2.73561 3.45059 0.32
H 1.68216 -0.23357 4.50539 0.11
H 1.53983 0.73064 5.97800 0.48
H 0.19945 -0.35150 5.48080 0.29
H -2.28119 -1.54820 0.81894 0.30
H -2.69625 0.16251 0.62367 0.62
H -3.97651 -0.46520 2.41859 0.36
H -2.64049 -0.04180 3.27417 0.14
H 0.81940 -1.10636 2.79701 0.05
H -0.74425 -0.93498 3.59338 1.43
H 0.23379 -3.25766 4.00717 0.40
H -0.58009 -4.42467 2.93853 0.31
H -1.55573 -3.27728 3.90759 0.34
C -0.00763 0.22264 -6.89092 -0.66
O 0.38687 -0.44155 -5.69257 -0.43
H -0.95236 0.71897 -6.67705 0.22
H 0.72033 0.97650 -7.19727 0.30
H -0.16628 -0.47960 -7.71110 0.29
H 1.21901 -0.89423 -5.86269 0.28
C 3.62369 -1.07808 -3.74636 -0.25
O 4.20375 -1.68184 -2.61041 -0.53
H 4.36170 -0.39554 -4.16330 0.38
H 3.37515 -1.81822 -4.51679 0.25
H 2.72309 -0.49702 -3.50962 -0.07
H 3.56260 -2.29185 -2.21818 0.31
C -1.63735 5.13871 -1.84649 -0.28
O -2.57305 5.61433 -0.89151 -0.52
H -0.65816 5.22143 -1.37700 0.18
H -1.82298 4.09027 -2.10582 -0.06
H -1.62914 5.73609 -2.76122 0.39
H -3.45422 5.57546 -1.27591 0.30


83
Properties=species:S:1:pos:R:3:mulliken_charge:R:1 method="wB97M-V/def2-TZVPD" multiplicity=2 orbital_gap_ev="8.03 / 8.35" e_lumo_ev="-10.23 / -10.18" homo_energy_ha="-0.67101 / -0.68071" total_charge=+3
Re 1.43032 -0.58046 -0.78499 0.50
C 1.07135 -3.83819 -0.56472 -1.10
C 0.61875 -3.42773 -1.95667 -0.43
N 0.76294 -1.94567 -2.25255 -0.43
C 1.38553 -1.68200 -3.59792 -0.52
C 1.59947 -0.19282 -3.75460 -1.04
N 2.33890 0.32076 -2.56026 -0.33
C 3.79072 -0.06766 -2.54571 -0.76
C 4.07076 -1.16738 -1.51407 -0.09
C 4.28994 -0.70775 -0.07503 -0.69
N 3.03218 -0.10186 0.50011 -0.42
C 2.71563 -0.54399 1.90325 -1.11
C 2.03620 -1.89265 1.83824 -0.57
N 0.88142 -1.80905 0.90172 1.10
C 0.32788 -3.16076 0.57813 -0.57
H 2.15446 -3.70644 -0.45354 0.13
H 0.91193 -4.91590 -0.49431 0.56
H -0.42872 -3.69057 -2.10801 0.43
H 1.19750 -3.96127 -2.70929 0.50
H -0.19882 -1.57898 -2.31517 -0.19
H 0.73988 -2.07512 -4.38362 0.55
H 2.32591 -2.23322 -3.64139 0.49
H 0.64425 0.33446 -3.79779 0.38
H 2.14471 0.02673 -4.67375 0.53
H 2.27642 1.33627 -2.57654 0.34
H 4.38762 0.81624 -2.31920 0.49
H 4.08085 -0.39825 -3.54283 0.36
H 4.95517 -1.73231 -1.81761 0.51
H 3.27928 -1.95214 -1.54284 -0.05
H 5.09804 0.02067 -0.01429 0.43
H 4.56373 -1.55768 0.54776 0.41
H 3.15151 0.91157 0.51474 0.42
H 2.05033 0.20762 2.33215 0.37
H 3.62858 -0.57740 2.49875 0.58
H 1.70455 -2.20022 2.83065 0.56
H 2.72123 -2.66183 1.47399 0.43
H 0.10434 -1.29344 1.35775 -0.76
H -0.72787 -3.02677 0.33217 0.19
H 0.37316 -3.77308 1.48005 0.62
C -0.86675 4.09904 -0.48755 -1.33
C -0.33382 3.76391 0.89254 1.40
C 1.18420 3.73991 0.92047 -1.14
C -0.90187 4.68084 1.95644 -1.69
O -0.75749 2.39981 1.26182 0.45
Si -1.27159 1.09084 0.54956 -0.68
O 0.17623 0.58888 -0.43348 0.94
O -1.31160 -0.18040 1.55322 0.27
C -1.83808 -0.20437 2.96263 1.23
C -3.01741 0.74006 3.08745 -1.42
C -2.24421 -1.64456 3.19553 -1.46
C -0.68323 0.21872 3.85050 -1.23
O -2.35262 1.22862 -0.59850 -0.30
C -3.33398 0.39944 -1.29570 1.75
C -4.31038 -0.18561 -0.29454 -1.68
C -2.55756 -0.70130 -2.01423 -0.82
C -4.02487 1.31973 -2.28278 -1.72
H -0.55950 5.10565 -0.76886 0.55
H -1.95545 4.05920 -0.50688 0.30
H -0.48000 3.40537 -1.24109 0.11
H 1.58221 4.72548 0.68107 0.53
H 1.56994 3.03140 0.17534 -0.11
H 1.54745 3.45919 1.91023 0.30
H -0.59013 5.70790 1.76713 0.49
H -0.54655 4.39200 2.94539 0.31
H -1.99102 4.65155 1.94691 0.38
H -3.80735 0.48698 2.38065 0.27
H -2.71969 1.78077 2.95281 0.21
H -3.43567 0.64990 4.09001 0.59
H -3.05171 -1.94252 2.52671 0.29
H -2.59166 -1.76719 4.22143 0.49
H -1.39683 -2.32160 3.05622 0.25
H -0.32181 1.20860 3.57180 0.05
H 0.13951 -0.50290 3.79705 0.17
H -1.00795 0.26026 4.89039 0.57
H -3.81192 -0.85929 0.40648 0.16
H -5.07988 -0.75169 -0.81931 0.59
H -4.80469 0.61087 0.26097 0.41
H -2.03743 -1.32806 -1.27687 -0.32
H -1.85517 -0.24344 -2.72104 0.18
H -3.23359 -1.34385 -2.57838 0.57
H -4.54794 2.11430 -1.75275 0.43
H -4.75576 0.76339 -2.86905 0.44
H -3.30238 1.77246 -2.96252 0.37